[1]
A structure of composition C19H28F5O3TeTi, computed with ωB97M-V/def2-TZVPD.

Element x y z (Å)
Te: 4.92 0.48 3.81
Ti: 1.93 1.15 1.29
F: 4.76 2.33 3.17
F: 6.30 1.16 4.89
F: 5.32 -1.26 4.63
F: 3.68 0.98 5.24
F: 6.26 0.23 2.39
O: -3.33 -1.64 -1.99
O: 2.93 0.14 2.22
O: 0.57 -0.35 0.42
C: 1.23 1.51 3.52
C: 4.13 1.37 0.31
C: -0.30 -2.31 -0.51
C: -4.47 -2.96 -3.37
C: 0.86 -1.78 0.29
C: -4.73 -0.44 -3.68
C: 1.84 2.73 3.07
C: 2.31 1.47 -1.13
C: 0.05 1.28 2.73
C: 3.35 0.62 -0.63
C: -4.63 -1.58 -2.68
C: -0.08 2.38 1.81
C: -0.77 -1.08 -1.31
C: -0.55 0.09 -0.40
C: -5.81 -1.56 -1.73
C: 2.43 2.74 -0.48
C: 1.02 3.28 2.03
C: -3.14 -2.95 -2.63
C: 3.54 2.67 0.44
H: 3.94 3.47 1.05
H: -6.76 -1.61 -2.27
H: 0.95 -2.17 1.31
H: -3.05 -3.76 -1.89
H: -2.28 -2.95 -3.31
H: -5.66 -0.50 -4.25
H: -0.02 -3.14 -1.15
H: -3.90 -0.47 -4.39
H: -1.10 -2.61 0.17
H: -0.92 2.55 1.14
H: -0.18 -0.97 -2.23
H: -1.38 0.28 0.28
H: -1.82 -1.08 -1.56
H: 1.17 4.24 1.55
H: -0.30 1.03 -0.92
H: -5.18 -3.73 -3.06
H: 1.83 3.62 -0.71
H: -4.39 -2.92 -4.47
H: -5.77 -2.42 -1.04
H: -5.80 -0.63 -1.16
H: -4.73 0.51 -3.15
H: 1.65 1.23 -1.96
H: 5.05 1.04 0.77
H: 3.57 -0.40 -0.97
H: -0.66 0.48 2.89
H: 1.56 0.90 4.34
H: 2.72 3.19 3.50
H: 1.82 -1.89 -0.23

## Properties
* LUMO energy (alpha / beta): 0.1 / -3.0 eV
* orbital gap (alpha / beta): 7.9 / 4.7 eV
* 2S+1: 2
* M: 574.887 g mol⁻¹
* HOMO energy (alpha / beta): -7.79 / -7.69 eV
* total energy: -2583.290060 hartree
* ΔE to the lowest compared entry with this formula, charge and spin: 0.0 kJ/mol
* charge: 0

[2]
A structure of composition C19H28F5O3TeZn, computed with ωB97M-V/def2-TZVPD.

Element x y z (Å)
Te: 1.23 -2.77 5.25
Zn: 1.83 -1.34 2.12
F: 0.67 -0.95 5.46
F: 1.17 -2.87 7.14
F: 3.04 -2.14 5.42
F: -0.63 -3.24 5.28
F: 1.79 -4.61 5.28
O: 1.20 -2.58 3.37
O: -0.73 0.27 -0.48
O: 0.50 -1.08 -3.89
C: -1.91 -0.01 3.97
C: -1.81 -1.00 2.95
C: 1.28 -2.11 -4.51
C: -2.54 0.96 1.98
C: -1.18 2.65 -0.86
C: 0.55 0.04 -1.17
C: 0.72 2.43 2.54
C: -2.42 0.75 -2.06
C: -2.23 -0.41 1.73
C: -2.34 1.20 3.37
C: 0.01 -0.18 -4.93
C: -1.15 1.27 -1.41
C: 0.35 -0.70 -6.33
C: 0.15 1.06 -2.23
C: 1.00 1.86 3.81
C: 1.37 -1.83 -6.04
C: 2.30 0.76 2.21
C: 1.49 1.78 1.57
C: 1.95 0.84 3.63
H: -1.66 2.67 0.12
H: 2.43 0.27 4.42
H: 1.18 -2.71 -6.64
H: -1.66 -0.16 5.02
H: 3.30 0.49 1.85
H: 0.48 0.82 -4.83
H: -2.44 2.17 3.86
H: -3.20 0.67 -1.31
H: 0.84 1.87 -2.46
H: 0.75 0.11 -6.94
H: -1.48 -2.03 3.08
H: 0.04 3.27 2.37
H: 2.28 -2.08 -4.06
H: 2.39 -1.46 -6.26
H: 0.59 -0.99 -1.53
H: 1.57 2.08 0.52
H: -2.74 1.37 -2.89
H: -0.15 2.99 -0.71
H: 0.57 2.18 4.76
H: -0.58 -1.06 -6.80
H: -1.69 3.31 -1.54
H: -2.26 -0.28 -2.42
H: 0.82 -3.10 -4.33
H: -2.28 -0.91 0.77
H: 1.46 0.30 -0.60
H: -0.25 0.54 -3.10
H: -1.09 -0.06 -4.81
H: -2.88 1.69 1.25

## Properties
* LUMO energy (alpha / beta): 1.7 / 1.6 eV
* orbital gap (alpha / beta): 6.4 / 4.3 eV
* M: 592.410 g mol⁻¹
* HOMO energy (alpha / beta): -4.71 / -2.75 eV
* total energy: -3513.032437 hartree
* ΔE to the lowest compared entry with this formula, charge and spin: 0.0 kJ/mol
* charge: -1

[3]
A structure of composition C19H28FeN2O10P2Si2, computed with ωB97M-V/def2-TZVPD.

Element x y z (Å)
Fe: 0.21 0.08 0.54
P: 2.25 -2.47 -0.10
P: 2.84 -0.32 2.25
Si: -1.54 1.59 0.87
Si: -1.66 -1.27 0.91
O: 1.85 3.64 -0.74
O: 0.31 -0.07 -6.78
O: 1.07 -1.57 -0.37
O: 2.06 -3.94 0.08
O: 0.75 2.03 -7.35
O: 3.60 -0.39 3.52
O: 1.32 1.58 -0.11
O: 3.33 -2.18 -1.27
O: 3.41 0.75 1.24
O: 1.32 -0.27 2.32
N: 0.61 1.13 -6.47
N: 2.49 -2.88 2.50
C: 4.61 -2.33 1.39
C: -0.80 2.78 2.14
C: 1.22 2.11 -2.43
C: 0.66 0.47 -4.13
C: 1.14 2.77 -4.77
C: -5.39 1.03 2.54
C: -2.20 -2.19 -0.65
C: -4.35 -1.11 2.15
C: -5.43 -0.36 2.60
C: 0.87 0.81 -2.81
C: -1.99 2.58 -0.68
C: 1.35 3.08 -3.45
C: 0.80 1.45 -5.14
C: 1.46 2.52 -1.03
C: 3.14 -1.97 1.46
C: -3.22 -0.48 1.64
C: -3.17 0.92 1.59
C: -1.09 -2.63 2.13
C: -4.27 1.66 2.03
H: 1.24 3.51 -5.55
H: -2.44 -1.50 -1.45
H: 4.76 -3.36 1.04
H: -0.36 -3.28 1.64
H: 3.07 -2.93 3.33
H: 3.07 -1.40 -1.77
H: 0.77 0.04 -2.05
H: 1.58 -2.44 2.75
H: 2.32 -3.79 2.01
H: 2.68 1.21 0.72
H: -1.39 -2.84 -1.00
H: -1.94 -3.25 2.44
H: -6.31 -0.86 2.99
H: -1.19 3.27 -0.95
H: -0.51 2.26 3.05
H: -6.24 1.61 2.89
H: -1.51 3.57 2.40
H: -3.08 -2.81 -0.45
H: -2.17 1.94 -1.54
H: 5.07 -2.19 2.37
H: 1.61 4.09 -3.15
H: 0.10 3.25 1.71
H: -0.65 -2.18 3.03
H: 0.40 -0.53 -4.42
H: 5.10 -1.67 0.68
H: -4.40 -2.19 2.19
H: -4.25 2.75 1.99
H: -2.90 3.17 -0.50

## Properties
* LUMO energy (alpha / beta): 4.2 / 4.2 eV
* orbital gap (alpha / beta): 4.3 / 7.2 eV
* 2S+1: 5
* M: 618.402 g mol⁻¹
* HOMO energy (alpha / beta): -0.07 / -3.04 eV
* total energy: -4128.466763 hartree
* ΔE to the lowest compared entry with this formula, charge and spin: 0.0 kJ/mol
* charge: -2

[4]
A structure of composition C19H28N4O2S3Tl, computed with ωB97M-V/def2-TZVPD.

Element x y z (Å)
Tl: 0.19 1.19 -1.69
S: 4.08 0.97 -2.23
S: -0.98 -0.81 -3.44
S: -2.64 3.27 -1.73
O: 0.50 -1.17 -0.83
O: -2.28 0.53 -0.66
N: 3.53 2.70 -0.34
N: 3.28 0.34 0.25
N: -0.54 -2.00 -1.05
N: -3.34 0.71 -1.39
C: 3.19 3.05 0.99
C: -2.04 -3.53 -0.08
C: -3.66 1.93 -1.96
C: 3.41 -1.11 0.08
C: 2.60 -2.63 1.93
C: -2.77 -3.64 -1.32
C: 3.83 -1.89 1.29
C: -5.31 -0.32 -2.27
C: 1.33 3.74 2.56
C: -1.30 -1.88 -2.16
C: 1.53 -1.61 2.43
C: -4.16 -0.36 -1.54
C: -4.82 2.03 -2.76
C: -0.94 -2.72 0.01
C: 3.68 1.43 -0.56
C: -2.33 -2.90 -2.39
C: 1.60 2.62 3.64
C: 1.74 3.35 1.14
C: -5.66 0.93 -2.89
H: -0.61 -2.42 0.95
H: -6.50 0.93 -3.60
H: 1.57 1.74 3.05
H: -2.92 -2.99 -3.28
H: 1.98 -1.18 3.37
H: 2.84 -3.32 2.75
H: 0.61 -1.96 2.65
H: 2.56 2.71 4.09
H: 3.77 3.97 1.26
H: 4.59 -2.66 1.00
H: -2.39 -3.99 0.76
H: 2.57 -1.49 -0.39
H: 0.92 2.59 4.47
H: 4.36 -1.15 1.95
H: 2.22 -3.27 1.11
H: -3.77 -1.25 -1.16
H: -3.69 -4.26 -1.32
H: 1.46 4.28 0.63
H: -5.84 -1.21 -2.42
H: 1.07 2.39 0.94
H: 2.75 0.68 1.08
H: 0.36 4.18 2.47
H: 1.42 -0.94 1.58
H: 3.47 2.34 1.72
H: 4.12 -1.14 -0.71
H: -5.75 -2.15 -5.56
H: -4.99 2.96 -3.26
H: 2.12 4.40 2.85

## Properties
* LUMO energy (alpha / beta): 4.6 / 4.3 eV
* orbital gap (alpha / beta): 5.4 / 5.1 eV
* 2S+1: 2
* M: 645.043 g mol⁻¹
* HOMO energy (alpha / beta): -0.82 / -0.82 eV
* total energy: -2477.112797 hartree
* ΔE to the lowest compared entry with this formula, charge and spin: 0.0 kJ/mol
* charge: -2

[5]
The molecule C19H28N4O4S2, computed with ωB97M-V/def2-TZVPD.

Element x y z (Å)
S: -4.83 -0.30 1.67
S: 2.84 -2.01 1.39
O: -2.51 1.24 -2.35
O: -2.23 2.19 2.27
O: 3.43 -3.18 0.80
O: 3.09 -1.73 2.77
N: -3.16 2.16 0.22
N: 3.26 -0.65 0.48
N: -2.94 -1.71 0.42
N: -2.14 -0.61 2.20
C: -1.91 2.54 -0.41
C: -0.76 -2.72 -0.30
C: -1.59 -1.96 0.52
C: -3.20 1.97 1.55
C: -3.21 -0.91 1.41
C: 5.69 -0.58 1.12
C: 5.81 -1.52 -1.27
C: -4.75 0.65 -2.87
C: 0.58 -2.74 0.01
C: 0.29 -1.26 1.92
C: -1.49 1.43 -1.39
C: -3.73 0.84 -1.76
C: 6.48 -0.67 -0.19
C: -1.06 -1.24 1.62
C: 4.35 0.15 1.02
C: -0.20 1.80 -2.12
C: 1.08 -2.02 1.09
C: -4.20 1.90 -0.74
C: -4.47 1.43 2.17
H: 5.01 -0.97 -1.77
H: 5.39 -2.43 -0.84
H: 6.66 0.34 -0.58
H: -5.12 1.55 -0.26
H: 0.72 -0.73 2.75
H: -4.92 1.59 -3.39
H: 6.53 -1.80 -2.03
H: 6.31 -0.05 1.85
H: -4.41 2.83 -1.28
H: -3.57 -0.12 -1.23
H: -1.34 0.50 -0.83
H: 5.50 -1.58 1.50
H: 0.61 1.90 -1.42
H: 4.43 1.05 0.42
H: -4.36 1.47 3.26
H: -5.35 2.01 1.88
H: -1.17 -3.27 -1.13
H: -1.16 2.67 0.37
H: -5.69 0.29 -2.46
H: 0.04 1.02 -2.84
H: -4.37 -0.08 -3.58
H: -2.09 0.08 2.93
H: 3.44 -0.95 -0.46
H: 4.02 0.42 2.03
H: 7.45 -1.11 0.04
H: -0.34 2.73 -2.66
H: -2.05 3.47 -0.95
H: 1.28 -3.32 -0.57

## Properties
* LUMO energy: 0.3 eV
* orbital gap: 9.0 eV
* M: 440.591 g mol⁻¹
* SMILES: CCCCNS(=O)(=O)c1ccc2nc(SCC(=O)N3C[C@@H](C)O[C@@H](C)C3)[nH]c2c1
* HOMO energy: -8.68 eV
* total energy: -2057.198716 hartree
* ΔE to the lowest compared entry with this formula, charge and spin: 15.4 kJ/mol
* charge: 0

[6]
A structure of composition C19H28N5O4S2Se2Ti, computed with ωB97M-V/def2-TZVPD.

Element x y z (Å)
Se: -2.81 -0.65 2.57
Se: -0.96 0.62 3.69
Ti: -0.01 0.06 -0.01
S: -1.05 -1.68 -1.72
S: 2.03 0.03 -1.70
O: 0.69 0.09 -2.36
O: -0.85 1.34 -1.38
O: 1.24 0.09 1.07
O: -2.46 2.49 -1.92
N: -1.13 -4.01 -3.04
N: -2.09 1.79 -1.10
N: -2.86 -2.72 -3.38
N: -0.71 -1.71 1.10
N: -0.71 1.94 1.19
C: -0.77 3.06 0.39
C: -1.68 -2.81 -2.71
C: 2.25 2.32 -3.25
C: 0.01 -3.99 1.17
C: -1.43 3.31 3.02
C: 4.26 -1.59 -1.87
C: -1.95 -4.80 -3.96
C: -1.03 2.09 2.47
C: -1.82 -3.29 2.53
C: -1.15 4.30 0.89
C: -3.17 -3.88 -4.19
C: -1.67 -1.99 2.00
C: 3.95 -2.42 -0.62
C: 0.10 -2.72 0.70
C: -0.99 -4.29 2.12
C: 3.01 -1.19 -2.63
C: 2.94 1.53 -2.15
C: -1.49 4.42 2.22
C: 2.35 1.68 -4.63
H: -0.25 -4.30 -2.66
H: 1.79 0.74 -4.68
H: 3.38 -1.84 0.11
H: -2.59 -3.49 3.25
H: -1.40 -5.00 -4.88
H: 1.20 2.48 -3.00
H: 3.37 -3.31 -0.88
H: 4.87 -2.75 -0.14
H: -3.27 -3.60 -5.24
H: -1.18 5.15 0.23
H: 3.97 1.29 -2.40
H: 1.92 2.35 -5.39
H: -1.80 5.38 2.63
H: -2.23 -5.75 -3.50
H: -4.10 -4.34 -3.86
H: 3.39 1.49 -4.91
H: -1.10 -5.29 2.51
H: 0.86 -2.49 -0.03
H: 4.90 -2.18 -2.53
H: 2.72 3.31 -3.29
H: 0.68 -4.76 0.81
H: -1.69 3.37 4.06
H: -3.43 -1.90 -3.28
H: 4.85 -0.71 -1.58
H: 2.97 2.13 -1.24
H: -0.50 3.00 -0.63
H: 2.36 -2.05 -2.79
H: 3.26 -0.78 -3.61

## Properties
* LUMO energy (alpha / beta): 2.1 / 2.1 eV
* orbital gap (alpha / beta): 3.7 / 6.0 eV
* 2S+1: 3
* M: 660.385 g mol⁻¹
* HOMO energy (alpha / beta): -1.57 / -3.86 eV
* total energy: -7764.138985 hartree
* ΔE to the lowest compared entry with this formula, charge and spin: 432.6 kJ/mol
* charge: -1

[7]
The molecule C19H28N8O2, computed with ωB97M-V/def2-TZVPD.

Element x y z (Å)
O: -0.79 0.31 3.11
O: -2.63 -1.52 -3.31
N: -1.20 -0.77 1.13
N: -1.16 -0.77 -1.77
N: -6.41 0.57 -1.26
N: -3.81 -1.14 2.03
N: -4.21 2.29 -3.79
N: -5.75 -0.53 -1.52
N: -4.98 -0.94 -0.53
N: -6.08 0.92 -0.05
C: -5.89 -1.24 -2.78
C: -2.22 -0.62 -2.59
C: -2.94 1.54 -1.45
C: -4.62 -2.30 2.37
C: -4.53 0.07 1.71
C: -3.81 3.60 -0.28
C: -2.60 -2.40 3.65
C: -0.34 -1.96 0.97
C: -3.58 -3.29 2.86
C: 0.38 -2.35 -2.85
C: -5.20 0.00 0.38
C: 0.41 -1.98 -0.36
C: -4.26 3.05 -2.70
C: -3.65 2.73 -1.49
C: -2.89 0.72 -2.57
C: -0.46 -2.04 -1.61
C: -2.79 -0.98 3.06
C: -1.48 -0.44 2.48
C: -3.55 1.15 -3.72
H: -2.45 1.24 -0.52
H: 1.06 -1.10 -0.42
H: -4.89 -1.50 -3.15
H: -4.69 3.28 0.29
H: -0.24 -2.33 -3.74
H: -5.17 -2.65 1.50
H: 0.84 -3.33 -2.76
H: -2.86 -2.38 4.71
H: -3.08 -3.74 2.00
H: -3.82 0.91 1.68
H: -1.22 -2.82 -1.50
H: -6.47 -2.14 -2.62
H: -2.94 3.53 0.37
H: -0.89 0.00 -1.17
H: -3.53 0.52 -4.61
H: -2.11 -1.03 0.73
H: -4.00 -4.09 3.47
H: -6.40 -0.58 -3.47
H: -3.95 4.64 -0.56
H: -5.34 -2.06 3.17
H: 0.40 -1.95 1.77
H: 1.06 -2.85 -0.37
H: -0.92 -2.88 1.07
H: -4.82 3.97 -2.79
H: 1.18 -1.61 -2.96
H: -5.28 0.33 2.48
H: -1.57 -2.75 3.58
H: -3.10 -0.28 3.84

## Properties
* LUMO energy: 0.6 eV
* orbital gap: 9.9 eV
* M: 400.487 g mol⁻¹
* SMILES: Cc1cncc(C(=O)N[C@@H](C)CCNC(=O)[C@@H]2CCCN2Cc2nnn(C)n2)c1
* HOMO energy: -9.29 eV
* total energy: -1329.354165 hartree
* ΔE to the lowest compared entry with this formula, charge and spin: 74.3 kJ/mol
* charge: 0

[8]
The molecule C19H28N8O2, computed with ωB97M-V/def2-TZVPD.

Element x y z (Å)
O: -0.93 3.95 0.61
O: 0.51 -0.65 -0.82
N: -1.14 2.02 -0.56
N: -0.19 -0.23 2.38
N: -0.84 -3.02 1.09
N: -1.67 -1.33 -1.12
N: 1.79 -1.19 2.17
N: 3.17 4.00 0.32
N: 1.85 0.12 2.13
N: 0.69 0.72 2.25
C: -1.75 -4.55 -0.42
C: 0.49 -1.39 2.32
C: 3.10 0.84 1.95
C: 3.75 3.23 -0.60
C: 1.07 3.03 -0.28
C: -0.01 -2.88 -0.12
C: 3.78 1.48 -2.42
C: -2.53 -0.61 -0.12
C: 1.86 3.91 0.46
C: -0.14 -2.75 2.34
C: -2.58 1.97 -0.31
C: -0.44 -4.04 -1.04
C: -0.32 -1.52 -0.72
C: 1.69 2.24 -1.23
C: -3.18 0.63 -0.73
C: 3.07 2.32 -1.40
C: -1.50 -4.32 1.07
C: -3.30 3.10 -1.04
C: -0.41 3.04 -0.02
H: 4.83 3.32 -0.69
H: -4.23 0.67 -0.45
H: -2.90 4.07 -0.74
H: 0.65 -3.48 2.54
H: 3.59 1.85 -3.43
H: -1.94 -0.34 0.75
H: 0.32 -4.82 -1.01
H: 2.86 1.90 1.91
H: 1.12 1.55 -1.84
H: -4.36 3.08 -0.81
H: -2.73 2.10 0.77
H: 1.06 -2.91 0.10
H: 3.56 0.53 1.02
H: -2.42 -4.28 1.66
H: -0.64 1.17 -0.77
H: -0.56 -3.73 -2.07
H: 1.38 4.54 1.20
H: -3.29 -1.31 0.22
H: -0.86 -2.80 3.15
H: 4.86 1.50 -2.26
H: 3.44 0.45 -2.38
H: -1.62 -0.74 -1.94
H: -3.17 2.99 -2.12
H: -1.95 -5.59 -0.65
H: -2.58 -3.94 -0.76
H: -0.86 -5.11 1.48
H: 3.76 0.64 2.79
H: -3.18 0.56 -1.83

## Properties
* LUMO energy: 0.7 eV
* orbital gap: 9.7 eV
* M: 400.487 g mol⁻¹
* SMILES: Cc1cncc(C(=O)N[C@@H](C)CCNC(=O)[C@@H]2CCCN2Cc2nnn(C)n2)c1
* HOMO energy: -9.05 eV
* total energy: -1329.343405 hartree
* ΔE to the lowest compared entry with this formula, charge and spin: 102.6 kJ/mol
* charge: 0